(1)
{"formula": "C6H14", "method": "ωB97M-V/def2-TZVPD", "elements": ["C", "C", "C", "C", "C", "C", "H", "H", "H", "H", "H", "H", "H", "H", "H", "H", "H", "H", "H", "H"], "coordinates": [[-2.3115, -1.2735, -0.0083], [-0.7678, -1.0068, 0.1893], [-0.3330, 0.3304, -0.4702], [0.2587, 1.3625, 0.4226], [1.7275, 1.7553, -0.1595], [2.4060, 0.3244, -0.2969], [-2.5733, -0.9510, -0.9620], [-2.3646, -2.4669, 0.2016], [-3.0059, -0.7558, 0.8226], [-0.5578, -0.9940, 1.2383], [-0.2582, -1.8119, -0.3032], [-0.9705, 0.7397, -1.2083], [-2.2507, -3.4297, 0.1287], [0.4734, 1.0762, 1.4491], [-0.3591, 2.3157, 0.5051], [1.4511, 2.1571, -1.1131], [2.1181, 2.5779, 0.4535], [1.4512, -0.1699, -0.5256], [2.6615, -0.0793, 0.6893], [3.2051, 0.2996, -1.0530]], "forces_ev_per_angstrom": [[1.120, 4.214, 3.600], [-0.757, 1.125, -1.663], [-2.441, -1.368, 3.852], [0.934, 2.369, 0.030], [-1.742, -1.231, 0.804], [-0.750, 2.013, 0.492], [-1.042, -0.178, -1.843], [-0.008, -1.538, -0.222], [1.513, -1.012, -1.882], [0.567, -0.070, 0.508], [0.349, -1.139, -0.151], [-0.182, 0.007, -1.573], [-0.019, -0.047, 0.023], [-0.371, -0.619, 0.083], [0.622, -1.063, -0.318], [0.517, 0.250, -0.873], [0.410, -0.576, -0.102], [1.188, -0.990, -0.965], [0.483, 0.202, -0.251], [-0.391, -0.350, 0.451]], "lowdin_charge": [-0.13, -0.28, -0.07, -0.24, -0.20, -0.08, 0.03, -0.09, 0.12, 0.09, 0.07, 0.08, 0.12, 0.10, 0.12, 0.08, 0.09, 0.02, 0.08, 0.07], "max_force_ev_per_a": 5.7, "homo_energy_ev": -6.54, "lumo_ev": -1.67, "e_above_lowest_ev": 8.016}

=====

(2)
{"formula": "C28H28F4O3", "method": "ωB97M-V/def2-TZVPD", "elements": ["C", "C", "O", "C", "O", "O", "C", "H", "H", "H", "H", "H", "H", "H", "H", "F", "C", "C", "C", "C", "C", "C", "H", "H", "H", "H", "H", "F", "C", "C", "C", "C", "C", "C", "H", "H", "H", "H", "H", "F", "C", "C", "C", "C", "C", "C", "H", "H", "H", "H", "H", "F", "C", "C", "C", "C", "C", "C", "H", "H", "H", "H", "H"], "coordinates": [[27.0765, 22.8900, 13.1635], [28.2863, 22.7290, 12.2594], [27.8848, 21.9940, 11.0033], [28.6750, 21.2198, 10.3660], [29.8198, 20.9614, 10.6292], [28.0258, 20.7627, 9.3532], [28.4577, 19.7254, 8.4616], [26.8044, 22.0700, 13.8282], [26.2010, 23.0925, 12.5466], [27.2347, 23.7905, 13.7568], [29.0569, 22.1192, 12.7311], [28.5825, 23.7098, 11.8876], [28.8403, 18.7868, 8.8625], [29.0364, 20.0447, 7.5948], [27.5781, 19.2862, 7.9910], [23.1496, 14.6329, 11.1892], [24.2695, 13.9152, 11.3664], [24.3405, 12.7587, 10.5820], [25.5651, 11.9878, 10.6268], [26.5130, 12.2566, 11.5792], [26.4516, 13.4718, 12.2966], [25.3190, 14.3018, 12.1614], [23.5409, 12.5197, 9.8965], [25.6753, 11.0913, 10.0348], [27.3754, 11.6084, 11.6292], [27.1702, 13.7634, 13.0482], [25.2653, 15.2711, 12.6345], [22.7256, 24.1537, 10.7944], [22.9406, 23.8539, 9.4840], [23.3836, 22.5272, 9.2237], [23.1340, 21.9072, 8.0228], [22.5324, 22.6102, 7.0044], [22.3063, 24.0263, 7.1912], [22.4361, 24.6109, 8.4495], [23.7706, 21.8783, 9.9955], [23.5037, 20.9032, 7.8761], [22.1974, 22.1200, 6.1023], [21.7937, 24.6182, 6.4474], [22.1003, 25.6138, 8.6683], [22.6788, 21.8889, 12.9660], [23.1414, 20.7104, 12.4525], [24.4670, 20.3065, 12.8354], [24.9191, 19.0912, 12.3244], [24.0932, 18.2694, 11.5590], [22.8012, 18.6262, 11.2805], [22.3270, 19.8970, 11.6514], [25.1961, 20.9237, 13.3392], [25.8859, 18.6840, 12.5810], [24.5880, 17.4075, 11.1361], [22.2221, 18.1047, 10.5328], [21.4704, 20.2326, 11.0856], [16.1492, 25.4583, 10.6023], [17.2698, 24.9600, 11.0940], [18.4042, 25.5659, 10.6858], [19.6996, 25.1659, 11.1096], [19.7604, 24.2033, 12.1139], [18.6035, 23.5949, 12.5990], [17.3624, 24.0083, 12.1182], [18.2819, 26.3430, 9.9459], [20.6142, 25.7242, 10.9745], [20.7406, 23.9719, 12.5040], [18.6594, 22.8090, 13.3377], [16.4380, 23.5614, 12.4532]], "forces_ev_per_angstrom": [[-0.312, 0.398, -0.504], [-0.412, -1.254, -1.024], [-2.304, 2.440, 2.658], [3.191, -0.886, 0.436], [0.518, -0.132, 0.352], [-2.003, -1.601, -2.916], [-0.502, -0.924, -0.704], [0.522, -0.093, -0.113], [-0.082, 0.074, -0.072], [0.019, -0.107, 0.199], [0.304, 0.500, -0.198], [0.470, -0.226, 0.281], [0.817, 0.693, 0.919], [0.464, 0.501, 0.594], [-0.672, 0.707, 0.127], [-0.097, 0.745, 0.525], [0.164, -1.938, -1.687], [2.272, -0.367, 0.246], [-2.705, 0.465, 0.345], [0.805, 1.501, 0.159], [-1.383, -0.332, -0.106], [0.682, 0.081, 0.288], [-0.024, -0.046, 0.030], [-0.174, 0.036, -0.203], [0.099, 0.045, 0.273], [0.324, -0.117, -0.211], [0.036, -0.026, 0.345], [0.971, -0.047, -2.683], [-1.272, -0.851, 2.201], [0.151, -1.370, 0.243], [0.870, -0.005, 0.145], [-0.079, 0.972, -0.107], [-0.794, 0.253, 1.369], [0.029, 0.683, -0.876], [0.279, 0.358, 0.483], [-0.344, -0.173, 0.061], [0.150, 0.078, -0.175], [0.204, -0.092, -0.317], [-0.072, 0.093, -0.226], [0.141, -0.415, -0.711], [1.108, -0.639, 0.805], [-1.182, -0.288, -1.314], [-0.695, 0.007, 0.418], [0.869, -0.197, 0.295], [0.068, 1.266, -0.993], [0.975, 0.051, 0.005], [-0.607, 0.235, 0.351], [0.288, 0.414, -0.049], [-0.472, -0.401, 0.002], [-0.106, -0.421, 0.243], [-0.507, 0.363, 0.803], [-1.092, -0.392, 0.042], [1.184, -0.449, 1.668], [2.551, 0.664, -1.462], [-1.677, 0.018, 1.464], [0.202, -0.023, -0.438], [-0.300, 0.432, -0.515], [-0.751, -0.365, -0.609], [0.125, 0.239, -0.047], [-0.153, 0.219, -0.748], [-0.043, -0.304, 0.243], [-0.038, 0.082, 0.130], [0.002, -0.131, 0.262]], "lowdin_charge": [-0.07, -0.11, 0.03, -0.72, 0.13, 0.02, -0.03, 0.07, 0.07, 0.08, 0.13, 0.13, 0.10, 0.10, 0.08, 0.05, -0.31, 0.01, -0.07, -0.10, -0.06, -0.03, 0.11, 0.10, 0.10, 0.10, 0.10, 0.14, -0.13, 0.10, -0.01, 0.06, 0.06, 0.04, 0.13, 0.14, 0.14, 0.13, 0.14, 0.03, -0.25, 0.01, -0.07, -0.10, -0.08, -0.03, 0.08, 0.11, 0.10, 0.11, 0.11, 0.10, -0.31, -0.02, -0.08, -0.11, -0.07, 0.01, 0.12, 0.09, 0.08, 0.11, 0.12], "max_force_ev_per_a": 4.3, "homo_energy_ev": [-10.87, -10.87], "lumo_ev": [-4.69, -8.52], "spin_multiplicity": 2, "total_charge": 1}

=====

(3)
{"formula": "C16H15CrN3O2S2", "method": "ωB97M-V/def2-TZVPD", "elements": ["Cr", "C", "S", "C", "S", "N", "N", "C", "C", "C", "C", "C", "C", "N", "H", "H", "H", "H", "H", "H", "H", "H", "C", "C", "O", "C", "C", "C", "C", "C", "C", "O", "H", "H", "H", "H", "H", "H", "H"], "coordinates": [[0.2736, -0.0931, 0.2927], [4.5923, 2.8259, -1.2770], [3.2460, 3.5803, -0.3489], [2.0598, 2.3067, -0.1769], [2.3012, 0.7071, -0.7521], [0.9620, 2.8067, 0.3752], [-0.0038, 1.8587, 0.5020], [-1.1445, 2.2217, 0.9631], [-2.1879, 1.1903, 1.0132], [-3.4886, 1.4462, 1.4141], [-4.4242, 0.4296, 1.3338], [-4.0407, -0.8160, 0.8604], [-2.7189, -1.0053, 0.5014], [-1.8152, -0.0307, 0.5787], [5.5167, 3.2603, -0.9010], [4.4878, 3.0362, -2.3386], [4.6022, 1.7522, -1.1102], [-1.3194, 3.2519, 1.2548], [-3.7522, 2.4345, 1.7685], [-5.4497, 0.6086, 1.6297], [-4.7466, -1.6296, 0.7717], [-2.3488, -1.9600, 0.1477], [0.0876, -1.0671, 4.4194], [0.4285, -1.3591, 2.9785], [0.9118, -0.4378, 2.3147], [0.1912, -2.6966, 2.4365], [0.0145, -3.7701, 3.3344], [-0.1641, -5.0581, 2.9009], [-0.1940, -5.2992, 1.5178], [-0.0389, -4.2817, 0.6125], [0.1661, -2.9456, 1.0304], [0.2750, -2.0292, 0.1183], [0.0747, 0.0109, 4.5550], [0.8499, -1.4861, 5.0813], [-0.8719, -1.5009, 4.6992], [0.0504, -3.5756, 4.3988], [-0.2752, -5.8688, 3.6078], [-0.3418, -6.3097, 1.1543], [-0.0576, -4.4713, -0.4535]], "forces_ev_per_angstrom": [[0.420, -0.751, -0.356], [-0.004, -0.015, 0.053], [0.111, 0.009, 0.081], [-0.407, 0.208, -0.234], [0.068, 0.149, 0.118], [0.247, -0.448, -0.089], [0.183, 0.828, 0.117], [-0.411, -0.097, 0.099], [0.175, 0.242, -0.103], [-0.117, 0.120, 0.066], [-0.073, 0.014, 0.017], [-0.040, -0.011, 0.007], [0.111, -0.073, 0.074], [-0.064, 0.115, 0.067], [-0.008, 0.014, -0.033], [-0.003, -0.039, -0.007], [0.036, 0.011, 0.015], [-0.094, -0.021, 0.000], [-0.028, -0.043, -0.013], [0.012, 0.008, 0.008], [0.015, 0.017, 0.012], [0.002, 0.018, -0.004], [0.098, -0.068, 0.086], [0.040, -0.360, 0.075], [-0.222, 0.184, 0.018], [-0.034, 0.158, 0.057], [-0.006, 0.005, -0.034], [-0.009, 0.014, -0.066], [-0.005, -0.060, 0.009], [0.000, -0.169, 0.057], [0.060, 0.236, -0.036], [-0.019, -0.284, -0.030], [-0.005, 0.012, 0.002], [-0.022, 0.002, -0.025], [0.012, 0.031, 0.003], [-0.018, 0.001, -0.022], [-0.005, 0.004, -0.019], [0.006, 0.007, 0.015], [0.001, 0.030, 0.019]], "lowdin_charge": [0.60, -0.42, 0.86, -1.08, 0.65, -0.09, -0.16, -0.05, -0.24, -0.01, -0.05, -0.04, -0.08, 0.03, 0.03, 0.04, -0.02, 0.13, 0.12, 0.11, 0.11, 0.12, -0.01, -0.36, -0.02, -0.10, -0.05, -0.10, -0.08, -0.02, -0.35, -0.20, 0.09, 0.10, 0.09, 0.10, 0.10, 0.10, 0.12], "max_force_ev_per_a": 0.9, "homo_energy_ev": [-7.34, -8.01], "lumo_ev": [-0.65, -0.90], "spin_multiplicity": 5}